Entry 1:
Below is a molecular structure, C59H55O3P2S2SiTi, with properties calculated with ωB97M-V/def2-TZVPD.

Last column: Löwdin spin population.
Cartesian coordinates (Å):
Ti: 0.23025 0.76530 -0.68464  0.944
O: -1.01481 0.64126 0.95811  -0.001
S: -0.24307 -0.43616 1.74862  0.002
C: -1.41718 -1.65563 2.23002  0.000
C: -2.05440 -1.59568 3.45291  0.000
C: -2.80919 -2.66607 3.95792  0.000
C: -2.84027 -3.82503 3.22707  0.000
C: -3.47395 -5.15749 3.52034  0.000
C: -3.12389 -6.04712 2.30079  0.000
C: -2.36780 -5.14072 1.36672  0.000
C: -1.84401 -5.34616 0.12286  0.000
C: -1.28547 -4.24067 -0.55275  0.000
C: -1.16624 -2.97395 -0.00815  0.001
P: -0.92752 -1.57215 -1.17382  0.006
C: -2.61946 -0.90306 -1.28300  0.003
C: -2.76004 0.44170 -1.61671  0.003
C: -4.01365 1.01564 -1.75366  0.000
C: -5.14799 0.24207 -1.54814  0.000
C: -5.02182 -1.09519 -1.20074  0.000
C: -3.76528 -1.66645 -1.06768  0.000
C: -0.58469 -2.28160 -2.80621  -0.001
C: 0.73384 -2.27737 -3.25921  0.001
C: 1.04081 -2.76403 -4.52102  0.000
C: 0.03324 -3.25123 -5.33957  0.000
C: -1.28440 -3.24975 -4.89881  0.000
C: -1.59570 -2.76527 -3.63867  0.000
C: -1.55239 -2.79050 1.36364  0.000
C: -2.21825 -3.87070 1.96235  0.000
C: 0.36049 0.38109 3.20558  0.000
C: 0.74032 -0.50096 4.19757  0.000
C: 1.19240 -0.08885 5.45745  0.000
C: 1.20477 1.25510 5.70342  0.000
C: 1.53628 1.99952 6.96679  0.000
C: 1.35689 3.49083 6.60547  0.000
C: 0.96027 3.48798 5.15627  0.000
C: 0.69330 4.52019 4.30968  0.000
C: 0.44287 4.20147 2.96600  0.000
C: 0.37684 2.92329 2.43950  0.000
P: 0.34285 2.95496 0.59896  0.005
C: -1.28334 3.63764 0.16531  0.005
C: -2.36165 3.61794 1.04518  0.001
C: -3.61047 4.05487 0.62412  0.000
C: -3.78855 4.51199 -0.67253  0.001
C: -2.71673 4.52716 -1.55704  0.000
C: -1.47053 4.08623 -1.14367  0.003
C: 1.54117 4.20322 0.05065  -0.001
C: 1.23604 5.55976 -0.07321  0.000
C: 2.18708 6.44860 -0.54683  0.000
C: 3.44975 5.99406 -0.90379  0.000
C: 3.75915 4.64716 -0.79570  0.000
C: 2.80545 3.75611 -0.32755  0.000
C: 0.51329 1.80626 3.34839  0.000
C: 0.87360 2.16150 4.67307  0.000
H: -1.92866 -0.71303 4.06618  0.000
H: -3.30005 -2.57571 4.91699  0.000
H: -4.55179 -5.04572 3.64640  0.000
H: -3.09147 -5.57079 4.45439  0.000
H: -4.01543 -6.44942 1.81910  0.000
H: -2.51028 -6.90192 2.58855  0.000
H: -1.90820 -6.30154 -0.38042  0.000
H: -0.99164 -4.38709 -1.58408  0.000
H: -1.89505 1.09242 -1.77367  0.002
H: -4.09843 2.06418 -2.00368  0.000
H: -6.13035 0.68281 -1.65142  0.000
H: -5.90557 -1.69661 -1.03434  0.000
H: -3.68090 -2.71129 -0.79334  0.000
H: 1.52602 -1.87972 -2.63025  0.001
H: 2.06628 -2.75047 -4.86717  0.000
H: 0.27035 -3.62410 -6.32695  0.000
H: -2.07235 -3.61629 -5.54266  0.000
H: -2.62770 -2.74766 -3.31211  0.000
H: 0.64021 -1.56479 4.01530  0.000
H: 1.46705 -0.82087 6.20406  0.000
H: 2.55362 1.77546 7.29020  0.000
H: 0.87448 1.68990 7.77651  0.000
H: 2.27586 4.05965 6.75097  0.000
H: 0.59064 3.97059 7.21542  0.000
H: 0.72025 5.55440 4.62459  0.000
H: 0.32367 5.03700 2.28847  0.000
H: -2.22919 3.26419 2.05937  0.000
H: -4.44232 4.04489 1.31554  0.000
H: -4.76016 4.86350 -0.99368  0.000
H: -2.85044 4.89227 -2.56720  0.000
H: -0.63533 4.11077 -1.83419  0.000
H: 0.24321 5.92070 0.16560  0.000
H: 1.94008 7.49681 -0.64633  0.000
H: 4.18794 6.69123 -1.27634  0.000
H: 4.73703 4.28909 -1.08979  0.000
H: 3.03480 2.69972 -0.27160  0.000
C: 2.43864 0.89919 -4.42383  0.000
Si: 0.84762 1.76407 -3.93340  -0.002
C: 1.01877 3.62597 -4.03617  0.000
C: -0.62318 1.11870 -4.88902  0.000
O: 0.57536 1.36386 -2.31994  -0.016
H: 2.94729 1.43405 -5.22742  0.000
H: 2.24941 -0.11793 -4.76887  0.000
H: 3.13158 0.84864 -3.57980  0.000
H: 1.57620 3.90066 -4.93395  0.000
H: 1.56377 4.03086 -3.17965  0.000
H: 0.05093 4.12669 -4.09419  0.000
H: -0.50152 1.27903 -5.96197  0.000
H: -1.54448 1.62026 -4.58410  0.000
H: -0.75339 0.04557 -4.72638  0.000
C: 2.68589 -6.17776 -1.47763  0.000
C: 2.94140 -4.72431 -1.21458  0.000
C: 2.35203 -4.09014 -0.11904  0.000
C: 2.54097 -2.74216 0.11126  0.000
C: 3.32851 -2.01226 -0.77251  0.003
C: 3.91941 -2.61265 -1.87615  0.001
C: 3.73365 -3.97254 -2.07904  0.000
S: 3.49246 -0.26200 -0.58149  0.005
C: 4.48590 -0.14259 0.90455  0.000
O: 2.11424 0.16714 -0.09256  0.036
H: 2.53339 -6.72768 -0.55032  0.000
H: 3.51278 -6.63417 -2.01846  0.000
H: 1.78616 -6.29550 -2.08610  0.000
H: 1.72737 -4.66458 0.55464  0.000
H: 2.05299 -2.24758 0.94362  0.000
H: 4.50416 -2.02815 -2.57559  0.000
H: 4.19571 -4.45175 -2.93248  0.000
H: 4.02237 -0.72540 1.69842  0.000
H: 4.53723 0.91164 1.17320  0.000
H: 5.48198 -0.52090 0.67889  0.000

As for the spin multiplicity: 2. As for the charge: +2. The expectation value of S² is 0.753. As for the gap between HOMO and LUMO (spin up / spin down): 7.7 / 7.7 eV. The LUMO energy (spin up / spin down) comes out at -4.882 / -4.877 eV. The calculation puts the relative energy (zero: lowest compared OMol25 entry of this formula, charge and spin) at 0.051 eV. The calculation puts the molar mass at 1014.12 g mol⁻¹.

***

Entry 2:
Below is a molecular structure, C59H65N3PV, with properties calculated with ωB97M-V/def2-TZVPD.

Last column: Löwdin spin population.
Cartesian coordinates (Å):
V: 0.62394 -0.05196 -0.21898  1.521
C: 4.08238 0.50258 1.83374  -0.013
C: 3.48974 -0.32078 2.98029  -0.001
C: 3.34238 -1.78844 2.57196  0.000
C: 2.23097 0.33768 3.52492  -0.001
C: 2.34117 1.03021 4.72863  0.000
C: 1.24785 1.66071 5.30468  -0.001
C: 0.03131 1.62485 4.64215  0.000
C: -0.11496 0.96178 3.42479  -0.001
C: -1.47939 0.98413 2.73874  0.000
C: -1.99609 2.41634 2.55024  0.000
C: -2.54004 0.17461 3.49196  0.000
C: 0.98867 0.28864 2.87831  0.003
N: 0.84392 -0.49596 1.71200  -0.004
C: 0.13223 -1.67645 1.89426  0.015
C: -0.31853 -2.36595 0.80105  0.014
N: -0.06359 -1.86405 -0.46365  -0.006
C: -0.35522 -2.70071 -1.55597  0.000
C: 0.35053 -3.90233 -1.77410  -0.002
C: -0.04647 -4.73514 -2.81325  0.000
C: -1.08580 -4.37922 -3.66303  -0.001
C: -1.73263 -3.16898 -3.47113  0.000
C: -1.38265 -2.32426 -2.42193  -0.001
C: -2.15001 -1.03625 -2.17445  0.003
C: -3.56849 -1.33623 -1.68546  0.000
C: -2.15843 -0.10551 -3.39001  0.000
C: 1.55875 -4.28630 -0.93966  0.000
C: 1.40640 -5.65628 -0.27873  0.000
C: 2.82183 -4.24226 -1.80189  -0.001
C: -1.09079 -3.53974 1.24743  0.000
C: -1.81578 -4.53522 0.65146  0.003
C: -2.43473 -5.52320 1.47849  0.000
C: -2.32702 -5.51923 2.84231  0.002
C: -1.58085 -4.48497 3.48579  0.000
C: -1.36714 -4.32676 4.88815  0.003
C: -0.61678 -3.27476 5.33825  0.000
C: -0.04296 -2.30239 4.46282  0.003
C: -0.25101 -2.42136 3.11508  0.000
C: -1.00644 -3.53934 2.66641  0.000
H: 4.99220 0.03354 1.44929  0.000
H: 4.33272 1.51380 2.16586  -0.001
H: 3.36338 0.56916 1.01119  -0.010
H: 4.20185 -0.28996 3.81135  0.000
H: 2.81111 -1.87992 1.62550  0.000
H: 2.79502 -2.36199 3.32235  0.000
H: 4.33445 -2.23448 2.45780  0.000
H: 3.30337 1.05430 5.22919  0.000
H: 1.34482 2.17828 6.25133  0.000
H: -0.82638 2.11460 5.08509  0.000
H: -1.35936 0.54365 1.74333  0.001
H: -2.13701 2.91728 3.50902  0.000
H: -2.96246 2.40651 2.03840  0.000
H: -1.30828 3.01818 1.95763  0.000
H: -2.71277 0.59949 4.48505  0.000
H: -2.25633 -0.86863 3.61651  0.000
H: -3.48514 0.20896 2.94498  0.000
H: 0.48364 -5.66677 -2.97837  0.000
H: -1.37748 -5.03271 -4.47586  0.000
H: -2.54224 -2.88634 -4.13473  0.000
H: -1.62780 -0.50869 -1.36761  0.002
H: -4.13454 -1.88300 -2.44446  0.000
H: -4.10824 -0.41016 -1.46654  0.000
H: -3.54743 -1.94334 -0.77883  0.000
H: -2.65095 -0.56502 -4.24990  0.000
H: -1.14134 0.16136 -3.68210  0.000
H: -2.69688 0.82045 -3.15842  0.000
H: 1.66760 -3.54768 -0.14792  0.000
H: 1.41366 -6.46084 -1.01969  0.000
H: 0.47586 -5.72018 0.28791  0.000
H: 2.23524 -5.83396 0.41031  0.000
H: 2.76985 -4.99098 -2.59849  0.000
H: 3.71061 -4.44605 -1.19917  0.000
H: 2.93769 -3.26424 -2.26348  -0.001
H: -1.91583 -4.60272 -0.42511  0.000
H: -3.00262 -6.31113 0.99758  0.000
H: -2.80421 -6.29220 3.43313  0.000
H: -1.79463 -5.03623 5.58694  0.000
H: -0.45385 -3.16283 6.40389  0.000
H: 0.52249 -1.48060 4.88436  0.000
C: 3.41144 1.92476 -1.52999  -0.015
C: 3.19039 0.47338 -1.96120  -0.054
C: 2.48430 0.45326 -3.32833  -0.024
C: 4.56614 -0.18718 -2.10967  -0.004
C: 2.33439 -0.27612 -0.94222  -0.407
H: 3.91359 2.49837 -2.31878  -0.002
H: 4.03222 1.97057 -0.63118  0.000
H: 2.45960 2.39410 -1.29346  0.000
H: 3.07142 0.98014 -4.09061  -0.004
H: 1.50033 0.92413 -3.25395  0.000
H: 2.33264 -0.57730 -3.65829  -0.002
H: 5.20793 0.38566 -2.78826  0.000
H: 4.47240 -1.19850 -2.50836  0.000
H: 5.06698 -0.25185 -1.13997  0.000
H: 2.82012 -1.20297 -0.61798  -0.022
N: -0.16331 1.51159 -0.83577  -0.006
P: -0.71614 2.87746 -1.24510  0.007
C: -2.49462 3.04332 -0.87667  0.003
C: -3.23967 1.86740 -0.94832  0.000
C: -4.60368 1.88111 -0.69533  0.000
C: -5.23001 3.07154 -0.34938  0.000
C: -4.49030 4.24230 -0.25911  0.000
C: -3.12711 4.23074 -0.52739  0.001
C: -0.63813 3.30052 -3.02071  0.001
C: -1.75639 3.20557 -3.84522  0.000
C: -1.64777 3.43062 -5.21236  0.000
C: -0.42064 3.75702 -5.76760  0.000
C: 0.70087 3.85860 -4.95392  0.000
C: 0.59268 3.62991 -3.59221  0.000
C: 0.10944 4.27100 -0.40830  0.000
C: 0.86565 3.97184 0.72149  0.001
C: 1.51462 4.97941 1.42046  0.000
C: 1.42015 6.29334 0.98541  0.000
C: 0.68349 6.59945 -0.15219  0.000
C: 0.03277 5.59027 -0.84924  0.000
H: -2.73101 0.93880 -1.18078  0.000
H: -5.17240 0.96166 -0.75247  0.000
H: -6.29108 3.08344 -0.13435  0.000
H: -4.97367 5.16801 0.02723  0.000
H: -2.55994 5.14991 -0.44797  0.000
H: -2.72049 2.95366 -3.42231  0.000
H: -2.52457 3.34802 -5.84199  0.000
H: -0.33461 3.92425 -6.83387  0.000
H: 1.66371 4.10564 -5.38263  0.000
H: 1.47224 3.70402 -2.96802  0.000
H: 0.96786 2.93838 1.03141  0.001
H: 2.10063 4.73100 2.29620  0.000
H: 1.93311 7.08012 1.52440  0.000
H: 0.62483 7.62209 -0.50333  0.000
H: -0.52645 5.83112 -1.74685  0.000

As for the spin multiplicity: 2. As for the charge: -1. The expectation value of S² is 1.137. As for the gap between HOMO and LUMO (spin up / spin down): 5.5 / 5.5 eV. The LUMO energy (spin up / spin down) comes out at 2.374 / 2.375 eV. The calculation puts the relative energy (zero: lowest compared OMol25 entry of this formula, charge and spin) at 0.373 eV. The calculation puts the molar mass at 898.11 g mol⁻¹.